[1]
{
  "formula": "C20H28AlBBr5ClKMgN4O16",
  "method": "wB97M-V/def2-TZVPD",
  "species": ["C", "N", "C", "B", "O", "O", "C", "O", "O", "C", "C", "N", "H", "H", "H", "H", "H", "H", "H", "H", "H", "H", "H", "Al", "Br", "C", "C", "Br", "H", "H", "H", "H", "O", "Cl", "O", "O", "O", "C", "O", "O", "O", "C", "C", "C", "C", "C", "C", "N", "O", "O", "H", "H", "H", "H", "H", "C", "Br", "Br", "Br", "H", "K", "C", "C", "C", "C", "N", "H", "H", "H", "H", "H", "H", "H", "C", "O", "O", "O", "Mg"],
  "coordinates": [[3.755, 0.056, -1.404], [3.410, 0.963, -2.534], [3.509, 2.359, -2.049], [2.141, 0.660, -3.135], [1.823, -0.689, -3.455], [1.209, 1.667, -3.470], [-0.064, 1.357, -3.203], [-0.916, 1.832, -3.827], [-0.369, 0.485, -2.220], [-0.454, 1.078, -0.885], [-0.065, 2.580, -0.802], [-0.853, 3.474, -0.459], [4.737, -0.385, -1.608], [3.848, 0.585, -0.457], [3.050, -0.762, -1.248], [4.570, 2.599, -1.935], [3.041, 2.506, -1.073], [3.110, 3.092, -2.750], [1.449, -1.057, -2.637], [0.202, 0.521, -0.207], [-1.469, 0.951, -0.483], [0.967, 2.825, -1.043], [-1.769, 3.064, -0.248], [3.718, -0.136, -5.196], [-4.280, 0.421, -3.347], [-3.016, -1.052, -3.606], [-3.317, -2.173, -2.649], [-2.714, -1.742, -0.850], [-2.021, -0.633, -3.488], [-3.155, -1.367, -4.639], [-2.773, -3.071, -2.937], [-4.376, -2.402, -2.578], [-2.266, 0.442, 3.094], [-3.091, 1.323, 2.342], [-3.204, 2.599, 2.976], [-4.391, 0.760, 2.094], [-2.425, 1.513, 1.022], [5.734, 1.260, -8.323], [6.224, 1.550, -9.441], [4.548, 1.578, -7.963], [6.354, 0.629, -7.392], [-2.918, 1.786, 9.282], [-1.997, 0.783, 9.007], [-2.082, 0.071, 7.822], [-3.088, 0.375, 6.923], [-4.016, 1.367, 7.186], [-3.928, 2.074, 8.374], [-3.162, -0.365, 5.656], [-2.337, -1.244, 5.465], [-4.033, -0.057, 4.873], [-2.847, 2.345, 10.207], [-1.211, 0.558, 9.716], [-1.368, -0.710, 7.603], [-4.800, 1.597, 6.482], [-4.646, 2.855, 8.591], [-7.175, 4.484, 7.287], [-7.150, 4.825, 9.186], [-5.612, 5.198, 6.411], [-7.405, 2.608, 6.904], [-8.034, 5.001, 6.881], [5.549, 3.483, -9.379], [3.675, -5.578, -6.410], [4.942, -5.532, -5.563], [4.925, -4.402, -4.524], [4.814, -3.099, -5.187], [4.744, -2.092, -5.706], [3.550, -4.667, -6.998], [3.718, -6.411, -7.111], [2.788, -5.708, -5.785], [5.806, -5.414, -6.219], [5.061, -6.483, -5.043], [5.843, -4.414, -3.935], [4.082, -4.520, -3.841], [0.487, -2.523, 6.264], [0.574, -3.667, 5.846], [0.825, -1.497, 5.636], [0.057, -2.193, 7.392], [-4.043, 1.908, -1.283]],
  "mulliken_charge": [-1.0353, 0.0489, -1.1770, 1.0488, -0.4742, -0.5927, 0.4165, -0.4661, 0.0576, 0.2872, 0.0737, -0.6042, 0.3246, 0.3072, 0.3849, 0.3910, 0.3851, 0.4064, 0.2303, 0.3129, -0.3180, 0.2861, 0.0620, 0.3720, -0.0730, 0.0703, -0.5939, -0.0628, -0.2824, 0.4562, 0.3753, 0.4172, -0.5827, 1.7093, -0.6238, -0.6743, -0.7163, 0.9253, -0.9069, -0.8119, -0.6022, -0.5512, -0.5429, -0.1775, -0.4815, 0.2737, -0.0715, 1.1341, -0.6177, -0.6516, 0.4020, 0.4157, 0.4708, 0.3762, 0.0686, -0.3560, -0.0223, 0.0027, -0.0081, 0.3779, 0.9781, -1.1162, -0.4602, -0.3762, 0.3372, -0.2633, 0.3348, 0.3321, 0.2996, 0.3166, 0.3213, 0.3203, 0.2730, 0.9101, -0.3743, -0.2440, -0.3326, 0.9512],
  "e_tot_ha": -16598.49714,
  "orbital_gap_ev": 1.21,
  "total_charge": 1
}



[2]
{
  "formula": "C20H28AlN6P2",
  "method": "wB97M-V/def2-TZVPD",
  "species": ["C", "C", "C", "C", "C", "C", "C", "C", "C", "C", "C", "C", "C", "H", "H", "H", "H", "H", "H", "H", "N", "Al", "C", "H", "H", "C", "H", "H", "P", "P", "C", "H", "H", "H", "C", "H", "H", "H", "C", "H", "H", "H", "C", "H", "H", "H", "H", "H", "N", "N", "N", "C", "N", "N", "H", "H", "H"],
  "coordinates": [[-1.585, 2.877, -2.903], [-1.309, 1.575, -2.471], [0.036, 1.094, -2.714], [1.031, 2.069, -2.437], [0.786, 3.389, -2.824], [-0.513, 3.765, -3.154], [2.190, 1.582, -1.681], [2.602, 0.273, -2.211], [1.544, -0.624, -2.513], [1.779, -1.971, -2.038], [3.085, -2.462, -2.161], [4.155, -1.562, -2.377], [3.921, -0.192, -2.297], [-2.625, 3.214, -2.990], [1.619, 4.089, -2.876], [-0.731, 4.763, -3.552], [2.998, 2.293, -1.575], [3.274, -3.538, -2.053], [5.168, -1.958, -2.532], [4.738, 0.529, -2.324], [0.354, -0.200, -3.070], [0.479, 0.321, 1.270], [-2.256, 0.738, -1.619], [-2.267, -0.293, -2.005], [-3.280, 1.164, -1.626], [0.674, -2.698, -1.296], [-0.266, -2.578, -1.856], [0.926, -3.773, -1.188], [-1.675, 0.634, 0.172], [0.333, -2.013, 0.450], [1.609, -2.916, 1.397], [1.405, -2.818, 2.471], [1.608, -3.982, 1.125], [2.595, -2.485, 1.178], [-1.142, -3.057, 0.798], [-0.854, -4.115, 0.878], [-1.608, -2.754, 1.741], [-1.880, -2.961, -0.009], [-2.045, 2.298, 0.821], [-3.069, 2.577, 0.535], [-1.956, 2.272, 1.918], [-1.333, 3.017, 0.398], [-3.085, -0.250, 0.938], [-2.962, -0.230, 2.028], [-4.018, 0.267, 0.671], [-3.137, -1.287, 0.595], [1.659, 1.283, -0.379], [1.860, 0.983, 0.874], [-2.518, 0.594, 5.519], [-1.353, 0.594, 4.775], [-0.210, 0.148, 5.364], [0.566, -0.050, 4.299], [-0.067, 0.186, 3.124], [-1.359, 0.542, 3.443], [-3.197, 1.231, 5.120], [-2.292, 0.769, 6.490], [1.596, -0.368, 4.339]],
  "nbo_charge": [-0.2155, -0.1492, 0.2401, -0.1278, -0.2037, -0.2750, -0.3148, -0.1394, 0.3104, -0.1570, -0.2164, -0.2681, -0.2030, 0.2105, 0.2179, 0.2183, 0.2268, 0.2100, 0.2186, 0.2173, -0.6004, 1.1999, -0.6514, 0.2621, 0.2531, -0.6449, 0.2599, 0.2477, 0.8341, 0.8068, -0.9403, 0.2248, 0.2526, 0.2674, -0.9329, 0.2617, 0.2333, 0.2506, -0.9513, 0.2501, 0.2321, 0.2702, -0.9366, 0.2436, 0.2577, 0.2481, 0.0648, -0.2544, -0.5685, 0.1984, -0.2079, 0.2062, -0.5007, -0.0188, 0.4064, 0.4178, 0.2589],
  "relative_energy_kcal_mol": 0.00,
  "e_tot_ha": -2032.15267,
  "orbital_gap_ev": 3.76,
  "total_charge": 1
}



[3]
{
  "formula": "C20H28BF6N2O22Tl",
  "method": "wB97M-V/def2-TZVPD",
  "species": ["Tl", "B", "H", "H", "H", "H", "C", "C", "O", "C", "O", "O", "F", "H", "H", "H", "C", "C", "O", "C", "O", "O", "F", "H", "H", "H", "C", "C", "O", "C", "O", "O", "F", "H", "H", "H", "C", "C", "O", "C", "O", "O", "F", "H", "H", "H", "C", "C", "O", "C", "O", "O", "F", "H", "H", "H", "C", "C", "O", "C", "O", "O", "F", "H", "H", "H", "C", "N", "O", "O", "H", "H", "H", "C", "N", "O", "O", "H", "H", "H"],
  "coordinates": [[-2.490, 0.820, 1.660], [-0.193, 0.000, 0.009], [0.101, 0.585, 0.977], [-0.665, -0.984, 0.432], [-1.012, 0.676, -0.503], [0.655, -0.230, -0.743], [1.398, -3.207, -0.282], [1.436, -4.304, 0.795], [1.301, -5.459, -0.008], [0.615, -5.125, -1.111], [0.147, -5.934, -1.856], [0.623, -3.806, -1.299], [0.356, -4.149, 1.607], [2.409, -3.002, -0.643], [0.873, -2.317, 0.054], [2.365, -4.354, 1.355], [2.895, 3.491, 4.047], [2.455, 2.449, 5.041], [1.386, 1.842, 4.364], [0.922, 2.634, 3.389], [-0.054, 2.479, 2.712], [1.773, 3.659, 3.182], [2.033, 3.048, 6.192], [3.770, 3.216, 3.452], [3.244, 4.393, 4.548], [3.187, 1.703, 5.346], [2.862, -1.369, 3.666], [2.207, -1.794, 4.955], [0.855, -1.909, 4.529], [0.644, -1.324, 3.343], [-0.455, -1.167, 2.889], [1.801, -0.876, 2.849], [2.250, -0.785, 5.864], [3.317, -2.224, 3.159], [3.694, -0.675, 3.771], [2.531, -2.736, 5.385], [2.613, 1.692, -1.382], [3.054, 1.214, 0.018], [3.925, 2.285, 0.372], [3.386, 3.416, -0.131], [3.685, 4.483, 0.269], [2.552, 3.110, -1.145], [3.774, 0.078, 0.060], [1.646, 1.322, -1.713], [3.313, 1.478, -2.191], [2.266, 1.125, 0.781], [-5.588, 0.715, -3.640], [-4.394, 1.534, -4.146], [-3.460, 1.302, -3.125], [-3.891, 0.370, -2.266], [-3.237, 0.034, -1.318], [-5.100, -0.126, -2.624], [-4.711, 2.837, -4.274], [-6.053, 0.258, -4.511], [-6.267, 1.471, -3.232], [-4.091, 1.166, -5.127], [0.694, -0.907, -3.301], [-0.655, -1.531, -2.961], [-0.619, -2.778, -3.657], [0.235, -2.623, -4.681], [0.311, -3.368, -5.605], [1.023, -1.551, -4.517], [-1.623, -0.768, -3.545], [1.410, -1.264, -2.549], [0.714, 0.172, -3.410], [-0.833, -1.635, -1.890], [-4.696, -2.640, -0.264], [-3.217, -2.594, -0.235], [-2.624, -3.154, -1.122], [-2.660, -2.052, 0.709], [-5.018, -3.183, -1.149], [-5.086, -1.628, -0.293], [-4.957, -3.256, 0.596], [-0.215, 4.920, -0.821], [-1.358, 3.974, -0.888], [-1.429, 3.071, -0.068], [-2.157, 4.208, -1.750], [0.459, 4.694, -0.001], [-0.661, 5.895, -0.629], [0.305, 4.967, -1.772]],
  "mulliken_charge": [1.3778, 1.8675, -0.5321, -0.1971, -0.0824, -0.6516, 0.4035, 0.2429, -0.3495, 0.4376, -0.4775, -0.1635, -0.2822, 0.2866, -0.5390, 0.3411, -0.4966, 0.3585, -0.2723, 0.4286, -0.4241, -0.2679, -0.3070, 0.2438, 0.3620, 0.3059, -0.6118, 0.1838, -0.3760, 0.3958, -0.4050, 0.0844, -0.2463, 0.3122, 0.3459, 0.3398, 0.4533, 1.0637, -0.3797, 0.4984, -0.4610, -0.3176, -0.3501, -0.5127, 0.3289, -0.3285, -0.6025, 0.2384, -0.1645, 0.4108, -0.3676, -0.2960, -0.2797, 0.3457, 0.3175, 0.2859, -0.1039, 2.0895, -0.3536, 0.5069, -0.4467, -0.3588, -0.3602, 0.1407, 0.1909, -1.0767, -0.8455, 1.0153, -0.4775, -0.4051, 0.3125, 0.3153, 0.3380, -0.7399, 0.7731, -0.3838, -0.4887, 0.1798, 0.3328, 0.3274],
  "relative_energy_kcal_mol": 0.00,
  "e_tot_ha": -3339.24904,
  "orbital_gap_ev": 2.52,
  "total_charge": 2
}



[4]
{
  "formula": "C20H28ClN3O5V",
  "method": "wB97M-V/def2-TZVPD",
  "species": ["V", "Cl", "N", "N", "C", "C", "C", "C", "C", "C", "H", "H", "H", "H", "H", "H", "C", "C", "C", "C", "H", "H", "H", "H", "H", "H", "O", "H", "H", "O", "H", "H", "C", "C", "C", "H", "H", "C", "C", "H", "C", "C", "C", "C", "H", "C", "H", "H", "H", "H", "H", "H", "H", "H", "O", "N", "O", "O"],
  "coordinates": [[-0.125, -0.031, 0.288], [1.655, -0.123, -1.115], [0.063, 2.156, 0.305], [-0.066, -2.216, 0.516], [-0.914, 2.988, -0.020], [-0.863, -3.072, -0.077], [1.145, 2.956, 0.891], [0.480, 4.309, 1.129], [2.304, 3.047, -0.089], [1.653, 2.348, 2.167], [1.938, 3.195, -1.107], [2.875, 2.115, -0.053], [2.938, 3.893, 0.198], [0.914, 2.412, 2.973], [2.551, 2.907, 2.474], [1.896, 1.291, 2.002], [0.867, -2.993, 1.349], [0.667, -4.422, 0.847], [0.492, -2.883, 2.828], [2.270, -2.459, 1.176], [2.559, -2.426, 0.123], [2.961, -3.123, 1.707], [2.306, -1.449, 1.602], [-0.559, -3.159, 3.008], [0.621, -1.871, 3.237], [1.179, -3.558, 3.365], [-0.545, -4.356, 0.021], [0.514, -5.179, 1.638], [1.478, -4.778, 0.189], [-0.748, 4.258, 0.322], [1.109, 5.159, 0.830], [0.171, 4.443, 2.185], [-2.122, 2.491, -0.732], [-2.064, -2.589, -0.817], [-1.693, -1.271, -1.432], [-2.863, -2.442, -0.069], [-2.371, -3.351, -1.546], [-2.003, -0.047, -0.751], [-1.739, 1.202, -1.403], [-2.475, -0.062, 0.253], [-1.177, 1.210, -2.681], [-0.933, 0.005, -3.325], [-0.904, 2.501, -3.415], [-1.128, -1.223, -2.708], [-0.637, 0.022, -4.379], [-0.807, -2.486, -3.464], [-0.540, -2.231, -4.499], [-1.673, -3.163, -3.506], [0.040, -3.052, -3.040], [-1.777, 3.171, -3.405], [-0.674, 2.276, -4.468], [-0.042, 3.068, -3.019], [-2.455, 3.270, -1.435], [-2.900, 2.328, 0.031], [0.772, 0.608, 4.551], [-0.222, 0.019, 4.135], [-1.408, 0.294, 4.268], [0.010, 0.072, 1.948]],
  "nbo_charge": [1.1950, -0.5713, -0.5129, -0.5184, 0.6160, 0.6205, 0.0445, -0.0715, -0.6024, -0.5978, 0.2039, 0.2436, 0.1927, 0.2513, 0.1894, 0.2503, 0.0574, -0.0713, -0.6333, -0.6048, 0.2224, 0.1960, 0.2496, 0.2050, 0.2958, 0.1864, -0.4884, 0.1964, 0.1814, -0.4880, 0.1877, 0.2009, -0.4865, -0.5057, 0.0383, 0.2479, 0.2323, -0.4471, -0.0250, 0.2522, 0.0195, -0.2312, -0.6316, 0.0050, 0.1970, -0.6334, 0.2139, 0.2040, 0.2280, 0.2046, 0.2139, 0.2257, 0.2353, 0.2500, -0.5954, 0.2983, -0.5852, -0.7509],
  "e_tot_ha": -2723.57038,
  "spin_multiplicity": 3,
  "orbital_gap_ev": [4.31, 4.35],
  "total_charge": -1
}